# 1
Density functional theory data (the ωB97M-V functional and the def2-TZVPD basis) for a 2-piece molecular cluster, CH7N2S overall in a non-equilibrium geometry.

Calculated values
Net charge   -2
HOMO (spin up / spin down)   4.3 / -0.2 eV
E_tot   -14962.26066 eV
Energy relative to the best compared isomer or geometry (same formula, charge and spin)   17.0 kJ/mol
Kohn-Sham gap (spin up / spin down)   0.0948 / 0.2622 Eh
LUMO level (spin up / spin down)   6.9 / 6.9 eV
Spin multiplicity   2

```
11
Properties=species:S:1:pos:R:3:lowdin_charge:R:1
S 3.307 -0.533 0.380 -0.31
H 3.000 -1.732 0.830 -0.50
N 0.212 0.465 -0.823 -0.07
C -0.609 -0.215 0.123 -0.62
N -1.982 0.352 0.331 -0.24
H -0.005 1.364 -1.205 -0.03
H 1.209 0.293 -0.646 -0.09
H -0.732 -1.256 -0.224 0.05
H -0.143 -0.296 1.110 0.06
H -1.817 1.288 0.702 -0.12
H -2.440 0.270 -0.578 -0.14
```



# 2
Density functional theory data (the ωB97M-V functional and the def2-TZVPD basis) for a 2-piece molecular cluster, CH7N2S overall in a non-equilibrium geometry.

Calculated values
Net charge   +1
HOMO   -14.1 eV
E_tot   -14958.35562 eV
Energy relative to the best compared isomer or geometry (same formula, charge and spin)   120.2 kJ/mol
Kohn-Sham gap   0.3462 Eh
LUMO level   -4.7 eV
Spin multiplicity   1

```
11
Properties=species:S:1:pos:R:3:lowdin_charge:R:1
C -0.696 0.551 -0.421 -0.51
N 1.216 -0.982 0.191 -0.03
N -0.389 1.573 0.373 0.15
S -1.858 -0.619 0.038 0.91
H -0.365 0.352 -1.457 0.11
H 1.107 -1.580 1.113 0.11
H 1.785 -0.140 0.391 0.05
H 0.204 2.237 0.100 0.08
H 1.467 -1.625 -0.584 0.06
H -0.875 1.661 1.260 0.14
H -1.596 -1.427 -1.003 -0.07
```



# 3
Density functional theory data (the ωB97M-V functional and the def2-TZVPD basis) for a 2-piece molecular cluster, CH7N2Si overall in a non-equilibrium geometry.

Calculated values
Net charge   +1
HOMO   -14.5 eV
E_tot   -12000.69101 eV
Energy relative to the best compared isomer or geometry (same formula, charge and spin)   104.8 kJ/mol
Kohn-Sham gap   0.3957 Eh
LUMO level   -3.8 eV
Spin multiplicity   1

```
11
Properties=species:S:1:pos:R:3:lowdin_charge:R:1
C 0.928 -0.371 -0.020 -0.23
N 2.172 0.032 -0.093 0.20
N -0.118 0.390 -0.107 -0.11
Si -1.867 -0.105 -0.040 0.71
H 0.760 -1.433 0.118 0.15
H 2.942 -0.616 -0.014 0.14
H 2.403 1.008 -0.229 0.14
H 0.054 1.383 -0.223 0.11
H -2.521 1.309 1.269 0.04
H -2.343 0.173 -1.381 -0.08
H -1.845 -1.450 0.498 -0.07
```



# 4
Density functional theory data (the ωB97M-V functional and the def2-TZVPD basis) for a 2-piece molecular cluster, CH7N3O overall in a non-equilibrium geometry.

Calculated values
HOMO   -9.2 eV
SMILES   N=C(N)N.O
E_tot   -7668.86222 eV
Energy relative to the best compared isomer or geometry (same formula, charge and spin)   63.9 kJ/mol
Kohn-Sham gap   0.3665 Eh
LUMO level   0.7 eV
Spin multiplicity   1

```
12
Properties=species:S:1:pos:R:3:lowdin_charge:R:1
N -0.793 0.236 0.790 0.08
C 0.035 0.645 -0.113 -0.60
N 0.479 1.958 -0.221 0.11
N 0.669 -0.271 -0.905 0.13
H -1.228 1.052 1.196 0.04
H -0.260 2.648 -0.230 0.09
H 1.214 2.160 -0.897 0.09
H 1.539 -0.019 -1.328 0.09
H 0.663 -1.241 -0.645 0.07
O -0.678 -2.590 0.463 -0.11
H -0.956 -1.642 0.525 -0.02
H -0.684 -2.936 1.365 0.03
```



- The highest E_tot belongs to which entry?
  CH7N3O



- Among the records above, which one has the lowest E_tot?
  number 1



- Which of these has the highest spin multiplicity?
  number 1